No. 1
The following is a DFT calculation (wB97M-V/def2-TZVPD) of C6H10 in the gas phase at a distorted geometry.

Properties
LUMO level in eV: 0.761
E_HOMO in Ha: -0.3178
SMILES string: C=C(C)C(=C)C
Net charge: 0

Positions of all 16 atoms, in Å:
C  1.02134  1.31971  -0.86713
C  0.48924  0.14430  -0.55113
C  0.39827  -0.94069  -1.64964
C  -0.30381  -0.18323  0.68158
C  -1.10222  -1.26398  0.75400
C  -0.39834  0.83949  1.72452
H  0.99050  2.21222  -0.25423
H  1.29880  1.53837  -1.88236
H  0.72370  -0.66325  -2.66196
H  0.89825  -1.89405  -1.41480
H  -0.66904  -1.06488  -1.80443
H  -1.33135  -1.83443  1.64329
H  -1.31298  -1.87075  -0.11366
H  -1.05578  1.64564  1.31262
H  -1.06953  0.68019  2.61526
H  0.50308  1.41908  1.93510

Forces on the atoms, in the same order (eV/Å):
C -0.549 0.695 0.253
C -0.980 -0.991 -1.255
C -0.031 0.432 -0.078
C -0.249 -0.522 -0.308
C 1.055 -0.987 -0.577
C -1.300 2.431 1.092
H -0.021 -0.219 0.383
H 0.595 -0.316 -0.221
H 0.450 0.479 0.549
H -0.435 0.345 0.198
H -0.155 -0.629 0.053
H -0.725 1.007 0.584
H 0.393 -0.090 -0.182
H 0.475 -0.328 -0.385
H 1.322 -0.793 -0.522
H 0.154 -0.514 0.416

=====

No. 2
The following is a DFT calculation (wB97M-V/def2-TZVPD) of C6H10 in the gas phase.

Properties
LUMO level in eV: 1.195
E_HOMO in Ha: -0.3350
SMILES string: C[C@@H]1C=CCC1
Net charge: 0

Positions of all 16 atoms, in Å:
C  -0.30612  0.31173  1.78306
C  -0.83984  -0.00698  0.38067
C  -0.29476  -1.34118  -0.08410
C  0.69602  -1.19542  -0.96018
C  0.94040  0.25674  -1.29472
C  -0.28918  0.96509  -0.68787
H  -0.70279  -0.38709  2.52670
H  -0.56750  1.33044  2.08541
H  0.78751  0.22864  1.79079
H  -1.93759  0.01153  0.40479
H  -0.62110  -2.28400  0.34849
H  1.30583  -2.00264  -1.35824
H  1.87624  0.60345  -0.83243
H  1.03733  0.43441  -2.37141
H  -1.04234  1.13034  -1.46720
H  -0.04211  1.94493  -0.26375

Forces on the atoms, in the same order (eV/Å):
C 0.054 0.003 0.007
C -0.016 0.056 0.021
C 0.095 0.003 -0.044
C -0.099 -0.055 0.081
C 0.078 0.042 -0.017
C -0.025 0.083 -0.040
H 0.065 0.092 -0.062
H -0.053 -0.117 0.001
H -0.145 0.017 0.024
H 0.178 -0.023 -0.016
H 0.055 0.115 -0.104
H -0.136 0.107 0.040
H -0.115 -0.071 -0.091
H -0.006 -0.021 0.142
H 0.116 -0.079 0.115
H -0.046 -0.152 -0.056

=====

No. 3
The following is a DFT calculation (wB97M-V/def2-TZVPD) of C6H10 in the gas phase.

Properties
LUMO level in eV: 0.044
E_HOMO in Ha: -0.3532
Net charge: 0

Positions of all 16 atoms, in Å:
C  2.22100  0.07822  -0.00596
C  0.80722  0.28225  -0.53574
C  0.82538  0.83444  -1.71758
C  -0.38519  -0.14988  0.30505
C  -1.21133  -1.22121  -0.41238
C  -1.24562  1.05059  0.70702
H  2.39196  -0.98779  0.18231
H  2.98211  0.42629  -0.71108
H  2.34848  0.62745  0.93398
H  0.02680  -0.59357  1.22103
H  -1.66455  -0.81351  -1.32260
H  -2.01636  -1.58557  0.23587
H  -0.58908  -2.07373  -0.70269
H  -1.72080  1.49388  -0.17468
H  -2.03244  0.74071  1.40396
H  -0.64584  1.82872  1.19002

Forces on the atoms, in the same order (eV/Å):
C 0.207 -0.009 0.031
C -0.041 0.241 -0.528
C 0.010 -0.308 0.657
C -0.031 -0.042 0.067
C -0.056 -0.050 -0.052
C -0.058 0.075 0.013
H -0.057 0.154 -0.047
H -0.102 -0.045 0.101
H -0.061 -0.065 -0.155
H -0.011 0.054 -0.124
H 0.072 -0.042 0.124
H 0.121 0.061 -0.073
H -0.085 0.121 0.046
H 0.065 -0.057 0.114
H 0.102 0.033 -0.106
H -0.074 -0.121 -0.067

=====

No. 4
The following is a DFT calculation (wB97M-V/def2-TZVPD) of C6H10 in the gas phase at a distorted geometry.

Properties
LUMO level in eV: 1.235
E_HOMO in Ha: -0.3536
SMILES string: C1C[C@@H]2C[C@@H]2C1
Net charge: 0

Positions of all 16 atoms, in Å:
C  -0.06178  1.33579  -0.42386
C  -1.27294  0.45646  -0.13137
C  -0.69913  -0.83532  0.34254
C  0.38180  -0.68812  1.36642
C  0.74436  -0.85127  -0.11734
C  0.94218  0.38804  -0.97518
H  -0.39096  2.07815  -1.18491
H  0.24116  1.80089  0.49601
H  -1.96612  0.80441  0.69525
H  -1.84446  0.31589  -1.02892
H  -1.28987  -1.70038  0.19914
H  0.72826  -1.54059  1.97077
H  0.44702  0.31065  1.91353
H  1.12704  -1.84288  -0.39502
H  1.97262  0.82112  -1.02991
H  0.76837  0.11927  -2.00315

Forces on the atoms, in the same order (eV/Å):
C -1.859 1.126 -1.084
C -1.045 0.348 1.796
C 1.019 -0.096 -0.339
C 0.647 0.440 0.558
C -0.146 -0.236 0.400
C 2.082 -0.452 0.163
H 0.566 -0.025 0.732
H 0.434 0.502 0.082
H 0.632 0.269 -1.117
H -0.426 -0.171 -0.453
H -0.457 -0.888 0.340
H -0.587 0.466 -0.212
H 0.099 -1.503 -0.924
H 0.192 0.694 0.072
H -0.601 -0.383 0.534
H -0.550 -0.092 -0.547

=====

No. 5
The following is a DFT calculation (wB97M-V/def2-TZVPD) of C6H10 in the gas phase.

Properties
LUMO level in eV: -0.203
E_HOMO in Ha: -0.2898
Net charge: 0

Positions of all 16 atoms, in Å:
C  -1.38868  1.59273  -0.42899
C  -0.05656  0.90584  -0.16220
C  1.12963  -1.09928  -1.48109
C  1.35116  -1.57602  -0.14234
C  0.95932  -1.07655  1.03688
C  -0.01987  0.06719  1.11112
H  -1.65337  2.25875  0.40072
H  -2.19349  0.85648  -0.53505
H  -1.35272  2.19272  -1.34366
H  0.76633  1.62921  -0.15724
H  0.33076  -1.71267  -1.94926
H  0.19605  0.27566  -1.06398
H  1.97235  -2.48067  -0.16984
H  1.27660  -1.55243  1.96072
H  -1.02442  -0.32954  1.32884
H  0.23140  0.72130  1.95647

Forces on the atoms, in the same order (eV/Å):
C -0.060 0.014 -0.035
C 0.060 0.005 0.157
C -0.056 -0.101 0.269
C -0.117 0.215 0.008
C 0.077 -0.084 -0.070
C -0.040 0.048 -0.049
H 0.049 -0.090 -0.101
H 0.115 0.111 0.024
H -0.013 -0.081 0.135
H -0.099 -0.118 -0.026
H 0.094 0.080 0.043
H -0.009 -0.077 -0.030
H -0.062 0.068 -0.010
H -0.044 0.053 -0.153
H 0.131 0.056 -0.046
H -0.028 -0.099 -0.115

=====

No. 6
The following is a DFT calculation (wB97M-V/def2-TZVPD) of C6H10 in the gas phase.

Properties
LUMO level in eV: 0.093
E_HOMO in Ha: -0.3022
Net charge: 0

Positions of all 16 atoms, in Å:
C  -1.94199  -0.26588  -0.61691
C  0.19262  1.49898  0.09437
C  -0.75913  -0.86095  0.15305
C  0.10960  0.19327  0.87925
C  1.63146  0.01151  0.65578
C  1.43792  0.95100  -0.55896
H  -2.59884  0.31176  0.04039
H  -2.53516  -1.05614  -1.08815
H  -1.60231  0.41441  -1.40708
H  -1.12813  -1.58196  0.89104
H  -0.12325  -1.42836  -0.53865
H  -0.25341  0.32041  1.90726
H  2.23147  0.47609  1.44214
H  2.01054  -1.00055  0.47071
H  1.12680  0.35554  -1.43190
H  2.20182  1.66087  -0.89235

Forces on the atoms, in the same order (eV/Å):
C -0.068 0.010 -0.002
C 0.265 -0.274 -0.021
C -0.023 -0.104 -0.087
C -0.152 0.113 0.107
C 0.110 -0.108 0.104
C 0.029 0.211 -0.115
H 0.087 -0.082 -0.065
H 0.067 0.091 0.091
H -0.051 -0.102 0.122
H 0.103 0.081 -0.095
H -0.056 0.117 0.064
H 0.004 0.015 -0.179
H -0.116 -0.066 -0.111
H -0.092 0.152 0.027
H -0.002 0.065 0.111
H -0.106 -0.119 0.048

=====

No. 7
The following is a DFT calculation (wB97M-V/def2-TZVPD) of C6H10 in the gas phase at a distorted geometry.

Properties
LUMO level in eV: 1.039
E_HOMO in Ha: -0.3429
SMILES string: C=C(C)C(=C)C
Net charge: 0

Positions of all 16 atoms, in Å:
C  -1.67015  -0.52028  0.54651
C  -0.34154  -0.49005  0.40425
C  0.43673  -1.78783  0.49700
C  0.35363  0.70152  -0.19391
C  0.80327  1.65183  0.60957
C  0.35467  0.63390  -1.70654
H  -2.28434  0.37724  0.50299
H  -2.16219  -1.27809  1.14691
H  1.41719  -1.76240  0.01368
H  -0.05495  -2.65425  0.04725
H  0.55387  -2.00516  1.56332
H  1.23410  2.62685  0.39240
H  0.73146  1.56318  1.69032
H  0.69437  -0.35947  -1.99577
H  0.96194  1.47534  -2.06638
H  -0.63519  0.80929  -2.11152

Forces on the atoms, in the same order (eV/Å):
C 0.096 1.023 1.661
C -0.513 -0.660 -1.401
C 0.286 -0.191 0.471
C -0.899 -0.579 0.078
C 0.200 0.727 0.728
C 0.561 1.192 0.744
H 0.285 0.091 -0.390
H 0.090 -0.645 -0.620
H 0.001 0.344 0.273
H -0.348 0.280 0.093
H 0.346 -0.177 -0.121
H 0.103 -0.338 -0.870
H -0.268 -0.431 -0.068
H 0.195 0.198 -0.375
H 0.224 -0.589 -0.307
H -0.358 -0.244 0.103

=====

No. 8
The following is a DFT calculation (wB97M-V/def2-TZVPD) of 5 unconnected molecules or ions with the total composition C6H10BN2O14 at a distorted geometry.

Properties
LUMO level in eV: -0.041
E_HOMO in Ha: -0.1758
Net charge: -1

Positions of all 33 atoms, in Å:
N  -0.17279  3.87024  0.82497
H  0.30906  3.36476  0.09530
H  0.43777  4.41512  1.41693
H  -0.76485  3.19762  1.29097
H  -0.78675  4.54117  0.38564
N  2.71504  0.15607  2.32000
H  3.15864  0.19805  1.41361
H  3.08026  -0.60306  2.87718
H  1.72325  0.07924  2.14520
H  3.12404  0.99284  2.71066
O  -2.62226  -5.97876  -3.28021
C  -3.23589  -5.14246  -2.60295
O  -2.78731  -3.94079  -2.19690
B  -3.72724  -3.22566  -1.31392
O  -4.88266  -4.16199  -1.24300
C  -4.66129  -5.23608  -1.99453
O  -5.45258  -6.11328  -2.11638
O  -4.00353  -1.90713  -1.97802
C  -3.52589  -0.92531  -1.14735
O  -3.54092  0.35586  -1.31978
C  -2.85047  -1.63939  0.03101
O  -3.12653  -2.92589  -0.02638
O  -2.26718  -1.02960  0.88394
O  5.49571  5.37639  3.74411
C  4.65359  4.57437  3.14131
O  5.07879  3.87184  2.25863
O  3.48468  4.47099  3.53555
H  6.27992  4.98184  3.35555
O  1.55287  -1.08715  -3.37850
C  2.07900  -0.23101  -2.51061
O  1.38351  0.68610  -2.09140
O  3.10493  -0.41183  -1.94165
H  0.74708  -0.57309  -3.28896

Forces on the atoms, in the same order (eV/Å):
N -0.651 0.250 -0.547
H 0.750 -0.266 -0.560
H 0.722 -0.254 0.643
H -0.114 -0.254 0.677
H -0.395 0.240 -0.455
N 1.171 0.089 -0.478
H 0.344 -0.763 -1.192
H -0.058 -0.621 -0.105
H -0.480 0.351 0.377
H -0.738 1.219 0.782
O -1.887 2.379 1.892
C 1.625 -0.580 -0.851
O 0.562 -1.208 -0.615
B -0.349 -0.936 -1.536
O 0.574 0.995 0.130
C -0.046 0.151 0.328
O -0.277 -0.816 -0.397
O 0.373 1.961 2.015
C -0.369 3.604 -2.528
O -0.206 -6.145 0.680
C -0.636 0.881 0.323
O 0.350 0.348 0.372
O 0.379 -0.442 0.358
O 1.616 1.615 1.364
C -3.689 -1.585 0.429
O 2.581 -2.188 -3.293
O -2.085 1.057 1.330
H 0.993 0.600 0.037
O -0.495 -0.228 -1.094
C 0.696 0.357 2.579
O -4.451 3.424 -0.392
O 6.022 -2.624 1.033
H -1.833 -0.610 -1.308

=====

No. 9
The following is a DFT calculation (wB97M-V/def2-TZVPD) of a molecular structure, C6H10BrClO at a distorted geometry.

Properties
LUMO level in eV: 0.116
E_HOMO in Ha: -0.3518
Net charge: 0

Positions of all 19 atoms, in Å:
C  1.20574  -0.95965  1.72763
C  -1.20340  -1.05694  -0.39489
C  0.93940  -0.11040  -1.31729
C  -0.88640  1.43892  -0.65347
C  0.56473  0.38245  1.48860
C  -0.19992  0.10439  -0.36926
O  0.64264  -1.86867  2.29920
Cl  1.63817  1.82180  1.33462
Br  -0.99298  0.72166  2.60388
H  2.20918  -0.87638  1.29185
H  -1.90554  -0.84743  0.35931
H  -0.80535  -2.06634  -0.04551
H  -1.50882  -1.12867  -1.34819
H  1.72623  0.37515  -0.92097
H  1.29758  -1.18354  -1.34237
H  0.58882  0.17396  -2.38594
H  -0.19157  2.05515  -0.95616
H  -1.62965  1.38388  -1.56132
H  -1.48886  1.64067  0.19027

Forces on the atoms, in the same order (eV/Å):
C -0.979 1.044 0.937
C 3.302 -0.645 4.322
C -2.126 -2.913 -2.007
C -3.892 -4.482 -0.805
C -2.079 -0.014 -2.637
C -0.212 -0.388 1.094
O 1.128 0.712 -0.989
Cl -0.441 -1.173 0.314
Br 0.718 -0.092 -0.127
H 0.417 -1.074 0.003
H -1.719 0.315 0.368
H 0.060 1.266 -0.693
H -1.660 -0.292 -3.272
H 2.970 2.398 0.342
H -0.711 0.900 -0.075
H 0.982 -0.217 1.762
H 3.392 3.971 -0.866
H 1.309 -0.419 1.536
H -0.458 1.103 0.794

=====

No. 10
The following is a DFT calculation (wB97M-V/def2-TZVPD) of C6H10ClN in the gas phase at a distorted geometry.

Properties
LUMO level in eV: 0.873
E_HOMO in Ha: -0.3083
SMILES string: C=C(Cl)[C@H]1CC[C@H]1N
Net charge: 0

Positions of all 18 atoms, in Å:
C  -1.95494  1.18480  0.81966
C  -1.08033  0.30576  0.34959
Cl  -1.39405  -0.76591  -0.85992
C  0.15721  0.13881  1.01784
C  0.74903  -1.29681  0.89157
C  1.83640  -0.80181  -0.05342
C  1.54118  0.71770  0.11488
N  1.52643  1.41718  -1.07689
H  -2.94571  1.29323  0.26480
H  -1.79945  2.11903  1.47512
H  0.32472  0.39646  2.16290
H  0.12052  -2.20870  0.32401
H  1.17624  -1.89328  1.80604
H  1.60628  -1.20916  -0.95656
H  2.77003  -1.12373  0.28786
H  2.26026  1.24593  0.86704
H  1.19988  0.73196  -1.85674
H  0.80973  2.25774  -1.05821

Forces on the atoms, in the same order (eV/Å):
C -2.667 2.704 -1.401
C -1.141 2.087 2.915
Cl -1.235 -1.036 -2.380
C 4.579 -0.618 2.260
C -0.058 -3.675 -0.128
C -0.024 1.082 2.681
C 0.207 -1.894 3.575
N -3.189 1.218 -3.078
H 1.270 -0.317 0.791
H 0.358 -2.226 -0.595
H -1.181 0.261 -2.522
H 1.276 2.738 1.779
H -0.942 1.791 -1.199
H -0.183 -0.535 -3.090
H 1.815 -0.325 0.015
H -1.345 -1.024 -1.083
H 0.540 1.920 1.608
H 1.919 -2.153 -0.149

=====

Q: Among the records above, which one has the lowest E_HOMO?
A: number 4